# 1
A cluster of 2 separate species, C14H20BClIN2O2 in total, computed with wB97M-V/def2-TZVPD.

Results
Gap between HOMO and LUMO = 8.25 eV
Net charge = -1

```
41
C14H20BClIN2O2, DFT wB97M-V/def2-TZVPD
H -1.517 -5.433 -1.490
H 2.412 5.809 2.071
C 2.995 -0.948 -0.172
H -2.831 -1.847 -1.615
N -3.379 1.073 0.950
H 1.120 1.946 2.526
H -0.169 -3.211 -1.875
H 1.889 -0.714 -2.002
C -1.539 -4.526 -0.884
N 1.864 3.851 2.338
C -1.244 -3.286 -1.733
C -1.843 -1.997 -1.168
C -1.798 0.621 -0.790
H 2.783 -0.194 0.588
C 0.353 5.521 1.519
H 0.192 6.555 1.243
H -2.001 -2.147 -0.093
O -3.284 2.240 0.808
C 0.876 2.962 2.235
H 1.709 -2.298 -1.214
B -0.916 -0.657 -1.302
H -2.678 0.813 -1.411
H 4.327 -4.092 1.293
H -2.528 -4.463 -0.431
C -0.663 4.583 1.419
C 3.544 -2.161 0.430
H -1.645 4.862 1.059
C 1.731 -1.219 -1.050
H -1.183 1.527 -0.803
C 1.592 5.104 1.982
C 4.042 -3.141 0.914
C 0.439 -0.751 -0.376
I -1.987 -3.689 -3.744
O -2.232 0.382 0.603
C -0.399 3.274 1.784
H 0.224 -1.476 0.423
H 3.783 -0.532 -0.808
H -1.159 2.511 1.715
H -0.769 -4.635 -0.114
H 0.641 0.196 0.141
Cl -0.545 -0.256 -3.136
```


# 2
A structure of composition C3H3O2Pb, computed with wB97M-V/def2-TZVPD.

Results
Gap between HOMO and LUMO (alpha / beta) = 6.96 / 6.96 eV
Net charge = +1

```
9
C3H3O2Pb, DFT wB97M-V/def2-TZVPD
C 0.603 0.099 0.821
O -0.638 -0.114 -0.979
H -0.904 -1.453 0.939
H 0.773 -2.013 0.319
C 0.121 0.787 -0.331
Pb -1.370 1.484 -2.176
C 0.100 -1.196 0.591
O -0.186 2.005 -0.539
H 1.501 0.400 1.354
```


# 3
The ion C5H10NO with charge -1, computed with wB97M-V/def2-TZVPD.

Results
Gap between HOMO and LUMO = 6.20 eV
SMILES = C=CCCNC[O-]
Net charge = -1

```
17
C5H10NO, DFT wB97M-V/def2-TZVPD
H -0.482 0.274 -1.572
H -1.857 -0.343 -0.733
H -3.124 2.098 -0.680
H 3.285 -1.216 -0.456
H -2.643 2.782 0.986
C 2.358 -1.567 -0.056
H -0.351 -0.615 1.256
C 0.017 -0.578 0.300
H 1.881 -1.891 -1.104
C -2.386 2.135 0.096
C -0.949 0.160 -0.632
C -1.141 1.604 -0.163
H -0.062 -1.702 0.165
H 1.753 -0.374 1.269
O 2.428 -2.564 0.829
N 1.512 -0.320 0.304
H -0.237 2.117 0.191
```


# 4
A cluster of 2 separate species, C2H5O2S in total, computed with wB97M-V/def2-TZVPD.

Results
Gap between HOMO and LUMO = 8.20 eV
Net charge = -1

```
10
C2H5O2S, DFT wB97M-V/def2-TZVPD
C 0.509 1.997 -1.004
H -0.534 0.213 0.140
S -1.094 1.192 -0.663
H 0.739 2.004 -2.057
O 0.824 -0.607 0.866
H 1.885 -2.302 0.785
O -0.085 -2.677 0.870
H 0.468 3.010 -0.598
C 0.852 -1.871 0.842
H 1.278 1.426 -0.485
```


# 5
The molecule C15H29N3O3S, computed with wB97M-V/def2-TZVPD.

Results
Gap between HOMO and LUMO = 9.71 eV
SMILES = CCCS(=O)(=O)N1CCC(C(=O)NCCN2CCCC2)CC1

```
51
C15H29N3O3S, DFT wB97M-V/def2-TZVPD
H -4.847 0.731 -1.004
O -2.953 -1.702 0.703
S -3.334 -0.335 0.482
H -6.156 -0.437 0.758
H 4.412 0.628 -1.911
H 5.016 0.156 1.265
H 0.865 -0.417 1.039
H -0.214 0.165 -1.143
H 4.133 -3.736 0.078
H 2.395 -1.950 -0.963
C -0.106 0.082 1.023
C 3.944 -2.712 0.393
H -5.606 -1.994 0.143
H -4.279 -0.844 -1.616
C 3.459 -1.828 -0.748
H -3.067 2.240 -0.166
H -7.916 -1.500 -0.650
C -7.062 -1.014 -1.115
H -7.353 -0.006 -1.401
C 0.043 1.599 1.223
C -5.883 -0.979 -0.149
C 3.369 1.915 -0.507
C 5.013 -0.533 0.416
C -2.042 1.868 -0.181
H -1.948 1.957 1.956
N -2.105 0.431 -0.365
O 0.739 2.864 -0.734
H 3.198 -2.722 1.187
H 5.817 -0.224 -0.272
H -1.514 2.292 -1.039
H 6.093 -2.417 0.378
H -6.802 -1.565 -2.016
H 5.350 -2.073 1.938
C 1.038 2.155 0.204
H 4.292 2.221 -0.010
H 4.030 -2.037 -1.669
H 2.656 0.353 -1.796
H 2.479 1.087 1.169
C 5.214 -1.992 0.861
C 3.557 0.567 -1.215
H -0.722 -0.328 1.827
H 3.072 2.680 -1.225
C -0.808 -0.207 -0.302
H -0.976 -1.278 -0.418
C -1.330 2.266 1.112
H 0.453 1.790 2.222
N 2.318 1.803 0.477
H -1.215 3.351 1.131
N 3.711 -0.491 -0.240
O -3.763 0.429 1.622
C -4.663 -0.309 -0.753
```


# 6
The ion C27H24F3N6OS with charge +1, computed with wB97M-V/def2-TZVPD.

Results
Gap between HOMO and LUMO = 7.81 eV
SMILES = C=CCN1C(c2cccc(C(F)(F)F)c2)=CS/C1=C(/C#N)c1nnc([NH+]2CCOCC2)n1-c1ccccc1
Net charge = +1

```
62
C27H24F3N6OS, DFT wB97M-V/def2-TZVPD
C -1.327 -4.480 -2.863
H 2.128 -6.301 0.255
C 2.240 -5.242 0.496
H 2.704 -4.718 -0.341
N -1.555 -0.386 -2.396
C 1.188 7.052 -0.040
O 2.470 -5.732 2.845
H -3.284 1.818 -2.543
C -0.167 -0.021 -0.293
H 0.278 -4.915 -0.088
C -1.012 5.449 0.425
H -0.843 2.105 -2.043
C -2.228 -2.822 -0.820
H 0.832 -5.652 4.009
C -0.870 -3.066 -0.981
F 3.367 7.672 0.620
H -0.198 8.682 -0.159
H -0.974 -5.112 -3.663
C -3.454 2.013 -1.498
H -0.686 -4.829 2.159
C 0.257 4.875 0.379
H -2.671 2.603 0.350
C -3.127 -3.400 -1.697
C -1.081 2.705 -1.162
H -0.983 3.759 -1.437
C 1.234 -5.135 3.136
H -3.386 -4.670 -3.399
C -2.680 -4.229 -2.713
C -1.173 6.810 0.231
H -4.454 1.853 -1.135
H 0.649 -4.047 -2.149
C -0.950 -0.164 -1.442
H 4.054 -5.577 1.616
N 1.529 -2.477 1.583
H -2.160 7.243 0.271
C 0.861 -3.244 0.778
N 1.212 -1.219 1.289
C -0.076 7.621 -0.008
N -0.117 2.440 -0.113
C 3.090 -5.088 1.762
C 0.336 -1.209 0.295
N 0.873 -4.683 0.729
C -2.488 2.425 -0.702
C 0.250 1.196 0.264
H -4.180 -3.197 -1.588
H 1.902 3.536 2.262
C 1.363 5.690 0.153
C -0.413 -3.905 -1.995
C 0.487 3.444 0.622
H 3.243 -4.023 1.981
H 2.354 5.263 0.121
N 0.061 -2.513 -0.072
S 1.377 1.234 1.579
H 0.128 -6.365 1.749
H -1.877 4.838 0.632
H 1.365 -4.069 3.366
C 2.414 7.887 -0.302
C 0.275 -5.302 1.952
F 2.969 7.585 -1.490
C 1.326 2.966 1.563
F 2.168 9.198 -0.312
H -2.567 -2.171 -0.029
```


Ordered largest force on an atom results: 1.0, 6.4, 3.8, 0.7, 1.1, 1.6; unit eV/A.